# 1
Density functional theory data (wB97M-V/def2-TZVPD) for C30H28Cl3IrN2O2S2 as an isolated structure.

Last column: Mulliken charge in e.
Positions of all 68 atoms, in Å:
Ir1 1.08049 -0.27120 0.32806  1.628
C1 -1.47053 -1.72263 0.05158  0.431
C2 -2.13460 -0.80209 -0.82796  1.120
C3 -1.48830 -0.83842 -2.06160  0.918
C4 -0.40533 -1.75749 -1.98574  0.214
C5 -0.33819 -2.26032 -0.63711  1.087
C6 0.39642 -3.48938 -0.20415  -1.575
C7 0.40947 -2.18492 -3.14332  -1.765
C8 -1.82183 -0.08024 -3.29419  -1.847
C9 -3.31141 0.02476 -0.46046  -1.935
C10 -1.99378 -2.21865 1.33656  -1.332
H1 -0.23460 -4.36898 -0.36385  0.395
H2 0.64189 -3.44962 0.85489  0.251
H3 1.31089 -3.63450 -0.77640  0.407
H4 -0.21558 -2.73129 -3.85528  0.424
H5 1.23925 -2.82344 -2.85266  0.359
H6 0.79755 -1.31181 -3.67183  0.398
H7 -0.97250 0.53951 -3.59007  0.431
H8 -2.69238 0.55278 -3.14710  0.434
H9 -2.02175 -0.76950 -4.11675  0.387
H10 -4.23871 -0.51230 -0.67999  0.328
H11 -3.31951 0.95503 -1.02629  0.385
H12 -3.30378 0.25970 0.60309  0.300
H13 -2.72715 -3.01241 1.15179  0.387
H14 -2.50459 -1.43027 1.87871  -0.008
H15 -1.20361 -2.63189 1.95976  0.313
Cl1 0.11603 4.12133 6.17313  -0.208
C11 0.01752 2.95512 4.91181  0.375
C12 1.08169 2.78554 4.04400  -0.908
C13 1.00265 1.82370 3.05807  1.262
Cl2 2.33116 1.62308 1.97300  -0.232
C14 -0.10717 0.96839 2.88689  -1.065
O1 -0.17148 0.01019 2.01307  -0.801
C15 -1.17891 1.21613 3.78733  0.695
Cl3 -2.60585 0.26967 3.64106  -0.240
C16 -1.12650 2.18355 4.76891  -0.927
H16 1.96746 3.39709 4.14284  0.452
H17 -1.97181 2.33079 5.42571  0.469
S1 2.80822 -0.79387 -1.29361  -0.437
C17 3.39386 -1.54212 0.12667  0.318
N1 4.65303 -2.04764 0.23435  -0.010
C18 5.15520 -2.28781 1.49204  -0.213
C19 4.30499 -2.23949 2.55475  -0.843
C20 2.95129 -1.95176 2.34597  -0.024
N2 2.52870 -1.57199 1.13494  0.031
H18 5.28757 -1.89736 -0.53928  0.319
H19 6.21379 -2.48399 1.55897  0.436
H20 4.67242 -2.42066 3.55298  0.424
H21 2.22147 -1.95760 3.14262  0.539
C21 -3.88522 7.71640 -0.51191  -0.884
C22 -3.01846 8.45118 -1.48608  0.605
O2 -2.75357 9.61123 -1.48025  -0.487
S2 -2.47932 7.45642 -2.94682  -0.199
C23 -1.87399 5.94607 -2.27166  0.225
C24 -1.19053 5.87721 -1.05827  -0.557
C25 -0.67165 4.67290 -0.62548  -0.495
C26 -0.80515 3.51403 -1.39944  0.333
C27 -1.47042 3.60064 -2.62908  -0.395
C28 -1.99767 4.80044 -3.05841  -0.955
C29 -0.25775 2.28073 -0.95221  0.417
C30 0.15692 1.19614 -0.59390  -0.780
H22 -3.77753 8.16246 0.47609  0.261
H23 -3.68670 6.65000 -0.47865  0.369
H24 -4.91638 7.86856 -0.83798  0.300
H25 -1.05171 6.76920 -0.46172  0.478
H26 -0.13506 4.62191 0.31194  0.549
H27 -1.57578 2.71050 -3.23214  0.251
H28 -2.52269 4.86462 -4.00193  0.417

Kohn-Sham gap (spin up / spin down) ... 0.1772 / 0.1773 hartree
Energy relative to the best compared isomer or geometry (same formula, charge and spin) ... 325.4 kJ/mol
E_tot ... -3700.927269 Eh
Net charge ... +1
⟨S²⟩ ... 0.84
Largest force on an atom ... 2.67 eV/A
Spin multiplicity ... 2



# 2
Density functional theory data (wB97M-V/def2-TZVPD) for a single C4H5NO molecule.

Last column: Mulliken charge in e.
Positions of all 11 atoms, in Å:
N1 2.24297 -1.45360 -1.04291  -0.401
C1 1.42865 -0.86301 -0.47190  0.033
C2 0.43372 -0.06576 0.23178  0.851
O1 0.98782 0.37932 1.43183  -0.536
C3 -0.52219 0.67395 -0.68501  -0.654
C4 -1.01637 -0.44809 0.18669  -0.600
H1 0.53900 1.16693 1.75060  0.332
H2 -0.82857 1.69548 -0.47428  0.234
H3 -0.40988 0.45697 -1.74430  0.259
H4 -1.56074 -0.13943 1.07651  0.225
H5 -1.31686 -1.40375 -0.22595  0.257

Kohn-Sham gap ... 0.4010 hartree
Energy relative to the best compared isomer or geometry (same formula, charge and spin) ... 157.2 kJ/mol
E_tot ... -285.354710 Eh
Largest force on an atom ... 1.13 eV/A
SMILES ... N#CC1(O)CC1



# 3
Density functional theory data (wB97M-V/def2-TZVPD) for a 2-piece molecular cluster, C3H4N2O overall.

Last column: Mulliken charge in e.
Positions of all 10 atoms, in Å:
C1 2.14469 0.41422 -0.04207  -0.089
C2 0.75585 -0.02015 -0.18818  -0.096
C3 -0.43796 -0.26883 0.53184  0.412
N1 3.22640 0.85605 0.02108  -0.356
N2 -1.76629 0.11958 0.15064  -0.526
O1 0.22401 -1.27761 -0.22221  -0.376
H1 0.28869 0.95027 -1.59153  0.110
H2 -0.42073 -0.34787 1.58462  0.403
H3 -1.74727 0.14274 -0.85746  0.272
H4 -2.26741 -0.56841 0.61328  0.246

Kohn-Sham gap ... 0.3674 hartree
Energy relative to the best compared isomer or geometry (same formula, charge and spin) ... 499.1 kJ/mol
E_tot ... -301.297146 Eh
Largest force on an atom ... 5.69 eV/A



# 4
Density functional theory data (wB97M-V/def2-TZVPD) for a 3-piece molecular cluster, C5H17NO2 overall.

Last column: Mulliken charge in e.
Positions of all 25 atoms, in Å:
C1 0.92974 0.55185 -2.26242  -1.342
C2 1.39158 0.52199 -0.80137  -0.007
C3 1.64157 -0.98161 -0.25716  -0.540
C4 1.16764 -0.99503 1.16367  -0.834
N1 -0.30058 -1.00395 1.32936  -0.169
C5 -0.97045 -2.27639 1.48484  -0.947
H1 1.61769 0.33850 -3.11144  0.338
H2 0.68336 1.58802 -2.49360  0.326
H3 0.10207 -0.11700 -2.36599  0.340
H4 2.28840 1.08798 -0.67662  0.363
H5 0.51804 0.89366 -0.26285  0.017
H6 1.27585 -1.79496 -0.86489  0.370
H7 2.72450 -0.89948 -0.25682  0.264
H8 1.44430 -1.88925 1.71548  0.449
H9 1.57454 -0.18472 1.79111  0.280
H10 -0.80180 -0.27809 0.85563  0.163
H11 -2.04802 -2.11062 1.59617  0.363
H12 -0.75781 -3.02447 0.69012  0.262
H13 -0.85483 -2.58765 2.54456  0.317
O1 -0.61944 3.30782 0.80461  -0.614
H14 -1.42072 2.87295 1.09192  0.293
H15 -0.80525 4.06241 0.23612  0.305
O2 -2.55111 0.71578 -0.63666  -0.550
H16 -3.06735 1.13791 -1.34872  0.276
H17 -3.16193 1.06433 0.03496  0.278

Kohn-Sham gap ... 0.3004 hartree
Energy relative to the best compared isomer or geometry (same formula, charge and spin) ... 184.6 kJ/mol
E_tot ... -405.872150 Eh
Largest force on an atom ... 3.43 eV/A
SMILES ... CCCCNC.O.O



# 5
Density functional theory data (wB97M-V/def2-TZVPD) for a single C6H7N5O molecule.

Last column: Mulliken charge in e.
Positions of all 19 atoms, in Å:
O1 0.89430 -2.19760 0.48995  -0.543
C1 0.20274 -1.25210 -0.41886  1.074
N1 0.51501 0.11091 -0.40016  -0.166
C2 0.15432 0.97429 0.63859  0.504
C3 0.99551 1.83106 1.30863  -0.817
C4 0.15842 2.85070 1.87072  -0.370
N2 -1.12754 2.53783 1.62504  -1.059
N3 -1.11517 1.41510 0.91124  0.600
C5 0.34043 -1.82409 -1.84483  -0.491
C6 -0.94191 -2.17074 -2.19782  -0.453
N4 -1.81174 -1.71354 -1.21568  -0.560
N5 -1.18254 -1.28481 -0.23605  -0.057
H1 0.86823 -1.82323 1.42050  0.341
H2 1.41258 0.34597 -0.67163  0.201
H3 2.00926 1.85654 1.17847  0.413
H4 0.44025 3.75770 2.40127  0.427
H5 -1.90054 0.99675 0.60975  0.245
H6 1.40954 -1.79469 -2.36450  0.260
H7 -1.32114 -2.61605 -3.10463  0.451

Kohn-Sham gap ... 0.3061 hartree
Energy relative to the best compared isomer or geometry (same formula, charge and spin) ... 318.0 kJ/mol
E_tot ... -581.737104 Eh
Largest force on an atom ... 4.38 eV/A
SMILES ... O[C@@]1(Nc2ccn[nH]2)C=CN=N1



# 6
Density functional theory data (wB97M-V/def2-TZVPD) for C4H13O4 as an isolated structure.

Last column: Mulliken charge in e.
Positions of all 21 atoms, in Å:
C1 1.42771 -0.33892 -1.25844  -0.384
O1 0.66744 -0.15906 -2.38735  -0.584
C2 1.43988 0.87308 -0.27099  -0.465
C3 0.99154 0.59419 1.18651  -0.584
C4 -0.52278 0.83880 1.60116  -0.549
O2 -1.42449 -0.08316 1.05304  -0.631
H1 1.18817 -1.23502 -0.66143  0.116
H2 2.44864 -0.64063 -1.62110  0.313
H3 -0.33495 -0.05852 -2.16168  0.365
H4 0.77550 1.63526 -0.72260  0.303
H5 2.43230 1.34613 -0.36574  0.349
H6 1.23672 -0.44185 1.43807  0.309
H7 1.65998 1.21722 1.79883  0.309
H8 -0.75367 1.80109 1.13854  0.282
H9 -0.70197 0.76118 2.68836  0.274
H10 -1.54872 -2.06089 0.94834  0.379
H11 -1.00137 -2.54711 -0.40383  0.298
O3 -1.11698 -2.81160 0.51357  -0.674
H12 -2.75390 0.97934 -1.34803  0.175
H13 -1.83969 0.16326 0.01367  0.316
O4 -2.26937 0.16719 -1.17892  -0.916

Kohn-Sham gap ... 0.3150 hartree
Energy relative to the best compared isomer or geometry (same formula, charge and spin) ... 100.3 kJ/mol
E_tot ... -461.174334 Eh
Net charge ... -1
Largest force on an atom ... 2.93 eV/A



- Which of these has the lowest largest force on an atom?
  C4H5NO